1.
ORCA calculation (ωB97M-V with the def2-TZVPD basis set) on a structure of composition C2HCl2N2O in a non-equilibrium geometry.

Summary:
**Energy above the lowest of the compared OMol25 structures with the same formula, charge and spin**: 4.782 eV
**Total charge**: +1

Geometry (Å):
C -2.35873 0.22810 0.71295
C 0.55933 0.64139 0.36374
N -1.76517 2.36543 -0.17607
N -2.20606 1.38188 0.29418
O -2.73033 -0.74756 1.18613
Cl 0.98102 0.44045 1.97390
Cl 0.48145 2.10169 -0.37437
H 0.46930 -0.26408 -0.23760

Cartesian forces (eV/Å) of the 3 atoms listed first:
C -0.029 0.248 -0.269
C 0.320 -0.592 0.267
N -0.681 1.583 -0.697

2.
ORCA calculation (ωB97M-V with the def2-TZVPD basis set) on the ion C11H14N3 with charge +1 in a non-equilibrium geometry.

Summary:
**Energy above the lowest of the compared OMol25 structures with the same formula, charge and spin**: 2.558 eV
**Total charge**: +1

Geometry (Å):
C -0.64516 -2.19585 1.43737
N 0.50236 -1.77390 0.64078
C 0.61155 -0.02924 0.15567
C -0.58872 0.21221 -0.61738
C -1.75438 0.78628 -0.11206
C -2.76000 1.06220 -1.00191
C -2.56545 0.85524 -2.35597
C -1.51531 0.09389 -2.82430
C -0.47660 -0.16367 -1.96025
C 0.72880 0.77339 1.46352
C 1.90437 1.33566 1.68888
C 3.06097 1.16383 0.84046
N 2.97018 0.22880 -0.21648
N 1.90010 -0.23668 -0.64667
H -0.48222 -3.29903 1.50989
H -0.63176 -1.73250 2.46481
H -1.52896 -1.92205 0.99111
H 0.66619 -2.28238 -0.21775
H 1.33376 -1.94984 1.20798
H -1.99614 1.01432 0.87829
H -3.57706 1.69592 -0.53960
H -3.41896 1.07236 -3.01267
H -1.32080 0.01909 -3.87233
H 0.34653 -0.72651 -2.39529
H -0.03776 1.02435 2.19915
H 1.99486 1.95889 2.50043
H 3.37258 2.17084 0.38771
H 3.90701 0.84439 1.40664

Cartesian forces (eV/Å) of the 3 atoms listed first:
C 1.915 -1.343 1.931
N 1.248 2.251 0.370
C 0.667 -0.804 2.920

no.,calculated total energy (Ha)
1,-1181.45374
2,-591.46579